Entry 1:
ORCA calculation (ωB97M-V with the def2-TZVPD basis set) on a 21-piece molecular cluster, H43O21 overall.

```
64
Properties=species:S:1:pos:R:3
O 4.082 -1.545 0.839
H 1.418 -2.649 2.732
H 1.561 -2.606 -1.203
H -0.125 -0.279 -2.060
O 0.335 0.286 -2.950
H 3.022 1.684 0.816
H 0.400 1.781 0.890
O 2.272 3.241 0.368
O 2.754 0.804 0.774
H -0.577 -3.372 -0.063
H 0.129 -1.617 -0.556
O -0.455 -3.173 2.865
O -1.594 -0.655 3.423
H -0.850 -2.486 3.276
O -3.711 0.047 1.808
O 2.399 3.300 -2.083
H -2.455 -0.420 2.906
H 3.358 -1.621 -0.330
O 2.615 0.521 -1.915
H -3.512 0.961 1.521
H -0.014 -0.185 0.685
H 1.305 -1.349 2.072
H 1.438 0.376 -2.674
H -3.448 -0.767 -1.873
H -0.199 2.432 -1.122
H 2.983 -0.462 -1.901
H -2.061 2.317 0.632
O -0.193 2.510 -2.108
H -1.138 2.885 -2.255
H -1.437 -1.235 -0.750
H 2.464 3.589 -0.590
H 0.032 3.369 0.906
H -3.402 2.621 -0.128
O 1.901 -2.160 2.194
H 1.618 -3.073 0.204
O 1.039 -2.682 -0.443
H -0.143 1.193 -3.005
H -3.361 -1.000 0.238
H 3.366 -1.853 1.472
O -2.939 2.419 0.764
O 0.293 -0.031 1.585
H 2.631 3.832 1.021
H 4.218 -2.333 -1.391
O -2.975 -1.543 -0.382
O -3.673 -0.118 -2.610
H -0.214 -3.974 3.339
H -1.061 -3.437 1.351
H 1.904 0.721 1.301
H -3.260 -0.388 -3.536
H 2.883 2.499 -2.231
O 3.441 -2.050 -1.336
H 4.241 -0.557 0.967
O -0.504 -0.785 -0.728
H -2.695 -2.372 0.037
H -3.587 3.144 -2.684
H -1.575 -0.481 4.314
H -0.419 -0.086 2.217
O -0.244 2.478 0.478
H 1.390 2.988 -2.232
H -4.594 -0.118 2.142
O -1.356 -3.515 0.438
H -3.356 1.656 -2.357
H 2.585 0.749 -0.924
O -2.948 2.575 -2.156
```

Computed properties:
net charge	+1
gap between HOMO and LUMO	11.358	eV
electronic energy	-43690.6165	eV
HOMO	-13.796	eV
molar mass	379.3	g mol⁻¹
E_LUMO	-0.0896	Ha



Entry 2:
ORCA calculation (ωB97M-V with the def2-TZVPD basis set) on C28H27AsBrN3O4Rh as an isolated structure.

```
65
Properties=species:S:1:pos:R:3
H 3.994 -4.378 -0.489
H -3.983 0.266 -0.657
C -1.092 5.029 -2.825
C -1.521 -0.313 -1.645
H 1.991 -0.882 6.803
H 0.665 2.816 5.120
H -0.220 -3.600 0.259
C 1.013 -0.228 3.627
C 1.628 -0.314 5.956
C -5.276 -2.103 -2.701
Rh 1.170 -0.022 0.712
C 0.737 1.142 3.776
C 0.310 2.220 -0.709
O 6.395 -3.208 -0.061
C 5.132 -1.310 0.410
C 1.473 -0.943 4.736
H -2.323 -0.167 1.552
C -2.834 -0.946 -2.007
H -6.223 -2.552 -2.970
Br 3.681 1.054 1.048
H 0.076 2.990 2.843
H -1.681 -1.708 2.137
C -4.013 -0.530 -1.393
H -1.986 -2.252 -3.484
H -6.138 -0.762 -1.263
C -0.729 4.597 -4.082
H 0.844 1.727 -3.242
H -0.786 -0.396 -2.445
H -1.640 5.950 -2.679
C -5.227 -1.104 -1.738
C 3.889 -0.740 0.499
C 0.295 2.654 -3.143
C 2.806 -2.655 -0.083
C -2.082 -1.191 1.269
C 0.888 1.759 5.027
C 0.328 1.949 2.656
H 1.869 -3.156 -0.258
H -4.144 -3.280 -4.091
C -0.769 4.275 -1.696
As -0.728 -1.165 -0.087
C -4.109 -2.517 -3.325
C 3.995 -3.334 -0.207
N 2.734 -1.361 0.254
C 1.329 1.042 6.115
C 5.187 -2.652 0.035
N 0.290 1.592 1.422
C -0.570 -3.015 -0.590
H -1.627 0.745 -1.408
H -2.965 -1.697 0.885
H 6.033 -0.755 0.625
H -0.890 4.121 0.187
O -1.164 4.756 -0.505
H 6.341 -4.141 -0.299
H 0.108 -3.133 -1.433
C -0.029 3.401 -4.252
C -0.066 3.068 -1.853
H -0.993 5.195 -4.945
H 0.256 3.069 -5.241
H 1.684 -1.997 4.608
O 1.001 1.147 -0.952
H -1.568 -3.344 -0.878
C -2.894 -1.941 -2.979
O 0.767 -0.852 2.482
N -0.079 2.561 0.492
H 1.440 1.517 7.079
```

Computed properties:
net charge	+1
gap between HOMO and LUMO	6.708	eV
electronic energy	-176019.0350	eV
HOMO	-10.380	eV
molar mass	727.3	g mol⁻¹
E_LUMO	-0.1349	Ha



Entry 3:
ORCA calculation (ωB97M-V with the def2-TZVPD basis set) on one molecule with the formula C2H2N2O4.

```
10
Properties=species:S:1:pos:R:3
C -0.325 0.620 0.018
H -0.243 2.358 2.321
N -0.422 1.714 0.556
C 0.052 -0.965 -1.452
O -0.285 1.502 1.935
O 0.281 -1.351 -2.552
H 1.107 -2.030 -0.086
O 0.113 -0.482 0.680
O -0.499 0.203 -1.265
N 0.222 -1.569 -0.155
```

Computed properties:
gap between HOMO and LUMO	10.415	eV
electronic energy	-13272.7232	eV
HOMO	-9.822	eV
molar mass	118.0	g mol⁻¹
E_LUMO	0.0218	Ha



Entry 4:
ORCA calculation (ωB97M-V with the def2-TZVPD basis set) on C24H16BrCuF3IN7O3 as an isolated structure.

```
56
Properties=species:S:1:pos:R:3
N 4.336 -3.349 -0.479
H -0.342 3.873 -0.787
F -1.326 6.062 0.291
C 3.705 -1.648 -1.969
C 2.064 0.373 -2.862
C -1.867 1.759 1.972
C 3.023 -3.218 0.113
H -2.305 1.113 2.723
C -5.683 -0.017 1.111
I -7.484 0.429 1.989
C 0.810 -4.152 0.380
H 0.144 -4.999 0.290
C 1.464 0.386 1.471
H 1.980 -2.930 -2.213
C 2.390 -1.936 -2.324
C 0.290 -2.919 0.732
C 2.175 -4.289 0.075
O -2.407 -2.179 -1.907
H 0.998 1.323 1.763
N 0.670 -0.625 1.228
F 0.299 5.658 1.659
H -2.073 3.546 3.134
H 2.551 -5.241 -0.280
H -0.620 1.404 -1.015
C 4.219 -0.374 -2.159
C -5.301 0.201 -0.196
C -1.186 3.897 1.199
H 5.261 -0.187 -1.934
C 2.863 0.301 1.346
N -3.590 -0.772 0.839
C -1.740 3.118 2.200
H 0.524 -1.119 -2.997
N -1.532 -1.406 -2.216
H 4.485 -0.955 0.762
C 2.586 -1.975 0.631
H -5.827 0.623 -1.035
N -1.474 1.175 0.841
Br 0.900 1.779 -3.375
H 3.472 1.165 1.578
O -0.978 -2.702 0.962
C 3.392 0.654 -2.591
C 3.417 -0.864 0.902
C -0.934 1.931 -0.123
F -1.720 5.851 2.410
N -4.048 -0.263 -0.308
H 3.775 1.658 -2.706
H -3.438 -0.301 -1.114
C 1.562 -0.916 -2.765
N 4.636 -2.615 -1.432
C 1.208 -1.823 0.872
C -0.987 5.378 1.393
H -4.463 -0.995 2.724
Cu -1.387 -0.928 0.720
C -0.779 3.299 0.019
C -4.576 -0.634 1.714
O -1.132 -0.627 -1.257
```

Computed properties:
spin multiplicity	2
gap between HOMO and LUMO (alpha / beta)	6.975 / 6.921	eV
electronic energy	-172653.0604	eV
HOMO (alpha / beta)	-7.606 / -7.606	eV
molar mass	777.8	g mol⁻¹
E_LUMO (alpha / beta)	-0.0232 / -0.0252	Ha
expectation value of S²	0.752



Entry 5:
ORCA calculation (ωB97M-V with the def2-TZVPD basis set) on one molecule with the formula C9H7NO.

```
18
Properties=species:S:1:pos:R:3
C -0.194 0.179 0.036
H 0.403 1.382 2.563
H 1.918 -2.497 -3.368
H -1.060 0.539 2.878
H 1.788 -2.042 -0.505
H 0.433 -0.131 3.218
H -1.682 2.132 -0.339
H -1.466 1.593 -3.016
C 0.296 -0.627 -1.102
C -1.202 1.317 -0.844
C -0.030 0.467 2.470
C 1.245 -1.732 -1.363
O 0.630 -0.429 -4.641
C 0.642 -0.778 -3.460
C -0.992 1.020 -2.124
C 1.349 -1.864 -2.702
N 0.242 -0.200 1.225
C -0.034 -0.062 -2.279
```

Computed properties:
gap between HOMO and LUMO	7.046	eV
electronic energy	-12979.5672	eV
HOMO	-8.456	eV
molar mass	145.2	g mol⁻¹
E_LUMO	-0.0518	Ha



Entry 6:
ORCA calculation (ωB97M-V with the def2-TZVPD basis set) on a 9-piece molecular cluster, C33H66Cl2O21 overall.

```
122
Properties=species:S:1:pos:R:3
C 8.582 19.426 8.548
C 1.933 14.666 13.131
C -0.452 16.932 11.239
C 6.321 16.930 13.596
H 5.259 15.180 8.490
H 3.115 12.350 7.298
H 0.580 17.270 11.341
H 3.681 24.944 11.464
H 1.510 21.045 8.068
H 6.783 19.491 13.720
H 3.585 12.964 14.875
H 1.014 15.027 12.671
H 6.931 12.782 16.841
O 4.851 12.116 9.281
H 10.741 20.310 10.624
O 3.131 18.008 14.857
C 12.627 19.808 11.557
H -2.081 17.333 9.875
H 12.974 19.098 12.308
H 5.883 18.605 11.248
H 3.269 19.145 13.139
C 2.834 19.187 14.137
C 1.273 19.476 14.200
C -3.284 22.014 10.302
H 7.367 11.265 9.724
C -2.357 19.831 10.177
H 13.188 19.751 10.624
H 4.898 14.306 7.020
C 3.896 11.924 14.765
H -2.884 22.980 10.611
H 7.740 12.196 11.073
C 7.358 20.330 8.328
H 3.149 9.882 15.151
H 2.022 15.216 14.067
H 8.239 12.843 15.548
C 4.262 17.245 14.829
C 7.357 12.337 15.942
O 2.505 21.307 10.611
H 5.311 13.194 10.986
H 5.440 18.692 9.529
H 1.020 19.935 15.155
H -3.263 21.899 9.219
C 9.010 17.123 9.061
O 5.102 11.691 15.533
H 1.235 19.721 10.882
C 3.523 11.998 9.345
C 3.016 14.928 12.155
H 0.354 19.822 8.398
H 7.313 21.057 14.551
H 6.835 17.458 12.793
C -1.179 17.806 10.264
H 12.891 20.783 11.966
H 5.255 11.489 11.208
H 1.871 13.595 13.328
O 8.323 19.208 11.747
O 8.783 19.842 13.929
H 0.463 21.241 10.459
Cl 5.279 16.603 6.613
H 11.087 18.566 10.918
O 10.231 17.154 8.741
H -0.420 17.907 9.488
C 9.124 19.535 12.651
H 3.573 24.108 13.060
C 7.072 12.193 10.212
H 9.195 19.838 9.350
C 4.003 24.089 12.059
H 0.667 18.618 13.910
C 8.454 15.788 9.513
H 3.271 20.073 14.598
O -2.490 20.968 10.874
C 7.494 19.997 14.373
H 7.009 16.718 14.414
H 7.384 19.486 15.329
Cl 2.939 15.373 8.040
O 2.841 12.078 10.321
H 1.901 11.002 14.675
H 3.505 10.659 7.611
C 5.089 18.862 10.547
C 1.311 20.214 8.744
O 5.197 16.120 10.860
H 2.137 19.504 8.705
C 11.187 19.582 11.302
H 7.654 11.351 16.299
C 4.126 16.771 11.095
H 9.229 19.336 7.676
H 3.978 14.574 12.525
O -1.484 19.017 10.890
H 6.659 20.448 9.156
H 9.290 15.194 9.883
O -2.952 19.520 9.123
O 5.166 17.753 13.935
H 4.029 11.645 13.720
O 3.746 22.908 11.386
C 5.600 12.255 10.514
O 8.105 18.096 8.828
C 2.940 11.516 7.977
H -4.295 21.891 10.690
O 10.484 19.588 12.564
H 7.763 15.948 10.341
H 4.814 19.917 10.577
H -0.837 16.890 12.258
H 7.801 21.318 8.201
O 4.367 16.277 15.590
O 3.043 16.329 11.753
C 1.328 20.608 10.255
H 7.903 15.194 8.783
O 3.954 18.068 10.966
C 4.663 15.213 7.578
H -0.380 15.942 10.790
C 6.146 12.374 15.052
H 6.768 20.169 7.426
H 7.406 13.063 9.646
O 6.233 12.957 13.950
C 2.542 22.351 11.465
C 2.813 10.912 15.266
O 1.642 22.649 12.250
H 5.974 15.963 13.230
H 2.617 11.124 16.317
H 1.906 11.172 8.012
H 5.066 24.052 12.296
H 2.909 14.328 11.251
H 0.998 20.241 13.474
```

Computed properties:
gap between HOMO and LUMO	10.488	eV
electronic energy	-103333.5374	eV
HOMO	-10.025	eV
molar mass	869.8	g mol⁻¹
E_LUMO	0.0170	Ha



Entry 7:
ORCA calculation (ωB97M-V with the def2-TZVPD basis set) on C34H37GaN5OPS2 as an isolated structure.

```
81
Properties=species:S:1:pos:R:3
H -3.879 -5.110 0.158
H 0.036 6.232 0.860
H 6.737 0.165 3.027
C 2.634 1.744 -1.586
H -5.382 -2.965 1.513
H -2.053 -3.229 -1.347
C -6.255 2.287 2.223
C 0.683 -3.979 0.701
C 2.221 2.305 -2.784
H -1.751 -4.925 -1.671
S 0.280 -2.262 0.996
C -2.503 -4.222 -1.315
N 0.851 -4.648 -0.384
C 4.932 0.118 1.871
N -6.906 2.478 3.147
H -3.752 1.386 2.275
C -4.122 1.578 1.273
H -4.395 -2.146 -1.296
C 6.310 0.113 2.035
H 8.210 0.056 1.047
H 0.991 2.069 -4.527
C 2.300 -4.854 0.083
C 1.293 1.644 -3.579
H -2.183 -5.231 0.591
H -6.846 2.682 -0.391
H 3.251 4.696 0.703
C -4.677 -2.481 0.833
C 5.213 -0.003 -0.523
C 2.906 -2.606 -0.823
C 0.100 5.158 0.895
C 0.761 0.435 -3.159
N 0.821 3.124 1.149
H -3.044 4.158 0.934
H 0.046 -0.088 -3.780
H -5.288 2.220 -2.292
C -5.850 2.296 -0.217
C -5.137 -2.556 -0.612
C 4.376 0.048 0.593
C -0.925 4.245 0.622
H -2.464 5.640 0.178
S -3.078 -3.200 1.258
N -3.291 1.351 0.259
H -2.554 4.157 -0.767
C 6.588 0.007 -0.355
C -5.413 2.052 1.080
H 3.008 4.171 2.373
C 2.603 4.795 1.576
P 2.558 -0.055 0.508
H -4.555 -1.448 1.163
H 4.287 0.190 2.740
C 7.136 0.053 0.922
H 4.796 -0.028 -1.522
N -0.478 2.993 0.780
H 2.056 -4.702 2.338
C -3.716 1.574 -0.989
C 2.938 -3.953 -0.918
C 1.156 -0.121 -1.947
H 3.263 -2.008 -1.650
H 2.625 3.258 -3.098
H 2.416 -2.186 2.514
Ga -1.087 0.795 0.736
H 3.378 2.256 -0.985
C 1.206 4.406 1.234
C 1.969 -4.129 1.422
O -2.060 -2.149 0.795
H 1.364 2.303 1.378
H -5.373 -3.575 -0.911
C 2.120 0.516 -1.164
C 2.178 -2.626 1.553
H -6.052 -1.972 -0.715
H 2.668 -5.875 0.109
H 0.720 -1.061 -1.630
H -3.005 1.372 -1.782
H -3.345 -4.243 -2.001
H 2.636 5.832 1.899
C -2.920 -4.590 0.106
H 7.234 -0.019 -1.221
C 2.470 -1.908 0.353
H 3.328 -4.416 -1.816
C -2.328 4.563 0.219
C -4.985 2.045 -1.269
```

Computed properties:
net charge	+2
gap between HOMO and LUMO	7.260	eV
electronic energy	-128673.3854	eV
HOMO	-13.612	eV
molar mass	696.5	g mol⁻¹
E_LUMO	-0.2334	Ha



Entry 8:
ORCA calculation (ωB97M-V with the def2-TZVPD basis set) on a 2-piece molecular cluster, C3H4F2S overall.

```
10
Properties=species:S:1:pos:R:3
H -0.591 -0.084 -1.726
H -0.907 1.286 0.812
F 0.383 1.930 -0.409
C -0.932 -0.223 -0.756
H 2.545 -0.584 1.577
F -2.130 -0.952 -0.272
C -0.368 0.829 0.049
C 0.219 -0.518 0.130
S 1.946 -0.693 -0.479
H -0.166 -0.992 1.073
```

Computed properties:
gap between HOMO and LUMO	7.632	eV
electronic energy	-19440.5624	eV
HOMO	-9.550	eV
molar mass	110.1	g mol⁻¹
E_LUMO	-0.0705	Ha